(1)
Entry from OMol25: 5 unconnected molecules or ions with the total composition C2H15NO4 (ωB97M-V with the def2-TZVPD basis set).

Gap between HOMO and LUMO = 10.38 eV
Total energy = -440.8958 hartree
E_HOMO = -9.7 eV

Structure (ORCA input):
```
! wB97M-V def2-TZVPD RIJCOSX def2/J DEFGRID3
* xyz 0 1
C -1.584 -0.513 -1.999
C -0.637 -1.257 -1.085
N 0.065 -0.428 -0.083
H -1.015 0.094 -2.700
H -2.206 -1.199 -2.570
H -2.211 0.179 -1.438
H -1.182 -1.990 -0.485
H 0.067 -1.783 -1.731
H 0.540 -1.124 0.483
H 0.831 0.080 -0.521
H 0.721 -3.817 0.078
H 2.159 -4.278 0.343
O 1.600 -3.494 0.297
H 0.789 1.982 3.873
H 0.286 2.079 2.419
O 0.194 1.579 3.236
H 2.008 3.017 -1.347
H 0.877 2.002 -1.343
O 1.825 2.089 -1.171
H -2.613 1.402 0.737
H -1.078 1.148 0.485
O -1.798 1.800 0.428
*
```


(2)
Entry from OMol25: 3 unconnected molecules or ions with the total composition C5H14N2O (ωB97M-V with the def2-TZVPD basis set).

Gap between HOMO and LUMO = 9.32 eV
Total energy = -383.5805 hartree
E_HOMO = -8.5 eV

Structure (ORCA input):
```
! wB97M-V def2-TZVPD RIJCOSX def2/J DEFGRID3
* xyz 0 1
C 1.745 0.076 2.006
C 2.002 -1.306 1.535
N 1.938 1.122 1.242
O -0.292 0.984 2.100
H -1.063 1.036 2.675
H 1.649 0.269 3.066
H 1.265 1.865 1.516
H 1.914 0.951 0.237
H 1.202 -1.953 1.900
H 2.035 -1.366 0.448
H 2.941 -1.675 1.955
C -0.768 -0.347 -2.909
C -2.471 0.175 -1.074
C -1.017 0.051 -1.476
N -0.044 0.286 -0.699
H -0.358 0.568 0.251
H -1.214 0.383 -3.592
H -1.237 -1.311 -3.127
H 0.300 -0.415 -3.103
H -2.989 -0.777 -1.221
H -2.978 0.913 -1.701
H -2.562 0.472 -0.030
*
```


(3)
Entry from OMol25: a gas-phase ion, C4H7N2 (charge +1) at a distorted geometry (ωB97M-V with the def2-TZVPD basis set).

Gap between HOMO and LUMO (spin up / spin down) = 8.22 / 8.73 eV
Total energy = -265.6868 hartree
E_HOMO (spin up / spin down) = -14.3 / -14.9 eV

Structure (ORCA input):
```
! wB97M-V def2-TZVPD RIJCOSX def2/J DEFGRID3
* xyz 1 1
C -0.075 0.990 1.368
C 0.483 1.310 2.737
C 0.283 0.069 0.301
C -0.469 -0.761 -1.760
N -1.134 1.688 1.352
N -0.595 -0.078 -0.606
H 0.162 0.743 3.633
H 1.101 2.120 3.040
H 1.197 -0.327 0.043
H -0.052 -1.881 -1.749
H -1.384 -0.667 -2.306
H 0.392 -0.266 -2.377
H -1.430 0.505 -0.353
*
```


(4)
Entry from OMol25: a single C11H17N3O molecule at a distorted geometry (ωB97M-V with the def2-TZVPD basis set).

Gap between HOMO and LUMO (spin up / spin down) = 7.60 / 7.60 eV
Total energy = -668.6693 hartree
E_HOMO (spin up / spin down) = -7.1 / -7.1 eV

Structure (ORCA input):
```
! wB97M-V def2-TZVPD RIJCOSX def2/J DEFGRID3
* xyz 0 1
C 3.612 1.998 -0.774
C 2.416 0.275 -1.284
C -0.069 0.002 -0.971
C 0.942 0.395 -1.961
C -0.701 -1.340 -1.208
C -1.461 -1.692 0.032
C -0.510 0.571 0.177
C -1.574 -0.331 0.876
C -1.388 -0.674 2.349
C -2.883 0.285 0.457
C 1.602 -0.136 0.992
N 3.350 1.218 -1.788
N 2.976 1.681 0.431
N 2.325 0.573 0.168
O -0.290 1.835 0.571
H 4.230 2.861 -0.714
H 2.622 -0.887 -1.511
H 0.606 1.411 -2.335
H 0.972 -0.230 -2.805
H -1.498 -1.404 -2.026
H 0.086 -2.150 -1.611
H -2.340 -2.219 -0.238
H -0.803 -2.441 0.690
H -2.096 -0.038 2.807
H -0.436 -0.503 2.600
H -1.686 -1.741 2.554
H -3.741 -0.439 0.804
H -3.130 0.401 -0.646
H -2.926 1.217 0.876
H 1.404 -1.075 0.605
H 1.539 0.425 1.921
H -1.149 2.152 0.965
*
```


(5)
Entry from OMol25: a molecular structure, C8H13ClMnO4 at a distorted geometry (ωB97M-V with the def2-TZVPD basis set).

Gap between HOMO and LUMO (spin up / spin down) = 8.68 / 7.44 eV
<S²> = 8.76
Total energy = -2224.3928 hartree
E_HOMO (spin up / spin down) = -8.1 / -8.3 eV

Structure (ORCA input):
```
! wB97M-V def2-TZVPD RIJCOSX def2/J DEFGRID3
* xyz 0 6
C -0.663 1.368 -1.007
C -0.106 -1.710 -1.023
C 0.677 1.521 -0.874
H -1.352 2.093 -0.559
C 1.064 -1.529 -0.397
H -0.727 -2.579 -0.754
H 1.096 2.413 -0.376
H 1.335 -2.224 0.399
C 1.735 0.690 -1.534
H 2.648 1.313 -1.635
H 1.461 0.376 -2.557
C -1.411 0.365 -1.811
H -1.768 0.818 -2.759
H -2.333 0.092 -1.256
C -0.651 -0.939 -2.197
H 0.131 -0.683 -2.932
H -1.381 -1.588 -2.720
C 2.167 -0.582 -0.735
H 2.957 -1.085 -1.331
H 2.656 -0.268 0.207
Mn -0.490 1.011 2.310
H 0.088 1.828 1.034
O -1.969 -1.468 4.794
Cl -1.450 -0.158 4.565
O -1.458 0.617 5.773
O -0.082 -0.217 3.940
O -2.174 0.525 3.436
*
```


(6)
Entry from OMol25: a single C5H10O molecule (ωB97M-V with the def2-TZVPD basis set).

Gap between HOMO and LUMO = 10.54 eV
Total energy = -271.7169 hartree
E_HOMO = -9.5 eV

Structure (ORCA input):
```
! wB97M-V def2-TZVPD RIJCOSX def2/J DEFGRID3
* xyz 0 1
C -1.230 -1.162 -0.171
C -0.246 -0.005 -0.090
C -0.994 1.327 -0.016
C 0.979 -0.242 0.838
C 1.809 0.017 -0.416
O 0.639 0.037 -1.244
H -1.859 -1.068 -1.063
H -1.888 -1.179 0.708
H -0.692 -2.112 -0.220
H -1.607 1.422 -0.922
H -0.310 2.182 0.004
H -1.672 1.394 0.843
H 1.092 -1.271 1.196
H 1.122 0.454 1.667
H 2.508 -0.770 -0.722
H 2.348 0.975 -0.393
*
```


(7)
Entry from OMol25: a molecular structure, C5H13NO2S at a distorted geometry (ωB97M-V with the def2-TZVPD basis set).

Gap between HOMO and LUMO = 9.54 eV
Total energy = -801.6157 hartree
E_HOMO = -8.8 eV

Structure (ORCA input):
```
! wB97M-V def2-TZVPD RIJCOSX def2/J DEFGRID3
* xyz 0 1
C 1.109 -2.255 0.118
C 2.251 1.228 0.024
C -1.369 1.576 0.913
C -2.975 0.133 -0.877
C 1.294 -0.866 -0.416
N -0.434 -0.358 -0.929
O -1.747 -1.022 1.209
O 1.742 0.005 0.521
S -1.473 -0.089 0.131
H 0.424 -2.234 0.959
H 0.697 -2.891 -0.657
H 2.068 -2.655 0.446
H 2.482 1.843 0.892
H 1.509 1.727 -0.605
H 3.164 1.057 -0.558
H -0.554 1.556 1.624
H -1.187 2.312 0.140
H -2.308 1.757 1.419
H -3.086 -0.748 -1.494
H -3.821 0.245 -0.210
H -2.838 1.008 -1.502
H 1.763 -0.782 -1.393
*
```